No. 1
C2H3N3O2 | ωB97M-V with the def2-TZVPD basis set

```
! wB97M-V def2-TZVPD RIJCOSX def2/J DEFGRID3
* xyz 0 1
C -0.705 1.297 -0.074
C -0.054 0.099 0.032
N -1.223 2.336 -0.092
N 1.200 -0.017 0.585
N -0.754 -1.114 -0.051
O -0.036 -2.089 0.159
O -1.943 -1.099 -0.342
H 0.627 0.806 -2.463
H 1.503 0.693 1.236
H 1.385 -0.911 1.010
*
```

Summary:
energy above the lowest of the compared OMol25 structures with the same formula, charge and spin	7.908	eV
electronic energy	-10680.5490	eV
gap between HOMO and LUMO (spin up / spin down)	8.9521 / 8.6957	eV


No. 2
C7H16CaF6IN4O3SSb | ωB97M-V with the def2-TZVPD basis set

```
! wB97M-V def2-TZVPD RIJCOSX def2/J DEFGRID3
* xyz 1 2
Ca -0.280 0.184 -0.156
N 2.880 0.483 -1.207
C 3.313 1.701 -0.625
C 2.729 2.977 -1.251
C 1.349 3.365 -0.738
N 0.253 2.471 -1.197
H 2.375 -0.285 -0.524
H 2.971 0.372 -2.215
H 4.409 1.725 -0.754
H 3.117 1.655 0.446
H 2.743 2.916 -2.343
H 3.410 3.787 -0.988
H 1.158 4.390 -1.066
H 1.351 3.376 0.354
H 0.250 2.477 -2.215
H -0.629 2.914 -0.946
C -3.587 -2.096 -1.880
S -2.940 -1.212 -0.512
O -1.591 -1.905 -0.126
O -3.830 -1.273 0.591
O -2.521 0.124 -0.962
H -3.710 -3.135 -1.579
H -2.914 -2.007 -2.728
H -4.553 -1.643 -2.095
F 0.114 -1.305 -1.858
Sb -0.256 -3.128 -1.172
F 1.587 -0.887 0.286
F -1.372 -4.564 -0.740
F 0.466 -3.233 0.556
F -1.023 -3.277 -2.882
F 1.415 -3.644 -1.806
I -2.346 0.333 6.022
C -1.256 0.069 4.301
C -0.409 -0.977 3.994
N 0.086 -0.736 2.774
N -0.393 0.416 2.254
C -1.211 0.905 3.183
H -0.136 -1.856 4.553
H 0.723 -1.308 2.232
H -1.741 1.829 3.018
*
```

Summary:
energy above the lowest of the compared OMol25 structures with the same formula, charge and spin	1.324	eV
electronic energy	-79838.2179	eV
gap between HOMO and LUMO (spin up / spin down)	8.3286 / 4.8744	eV


No. 3
CH4N2Si | ωB97M-V with the def2-TZVPD basis set

```
! wB97M-V def2-TZVPD RIJCOSX def2/J DEFGRID3
* xyz 0 1
C -1.311 -0.019 -0.055
N -0.375 0.943 -0.601
N -0.512 0.677 0.822
Si 1.054 0.236 0.054
H -2.317 0.388 -0.112
H -1.127 -1.046 0.030
H 1.067 -1.237 -0.185
H 2.336 1.267 0.642
*
```

Summary:
energy above the lowest of the compared OMol25 structures with the same formula, charge and spin	3.799	eV
electronic energy	-11955.5481	eV
gap between HOMO and LUMO	8.8501	eV


No. 4
H14Na6O15S2 | ωB97M-V with the def2-TZVPD basis set

```
! wB97M-V def2-TZVPD RIJCOSX def2/J DEFGRID3
* xyz 2 1
Na -0.003 -3.837 1.089
Na -0.174 2.019 3.940
Na -2.790 -0.484 2.582
Na -2.850 -2.273 -0.267
Na 2.514 -2.274 0.576
Na 0.332 -1.441 3.933
S -0.234 -0.199 1.029
O -1.569 -0.334 0.441
O 0.621 0.755 0.351
O -0.374 0.224 2.448
O 0.441 -1.502 1.096
S 0.173 -3.583 -1.944
O 1.366 -3.247 -1.149
O -0.990 -3.830 -1.041
O -0.204 -2.472 -2.794
O 0.440 -4.761 -2.759
O 1.731 -0.452 -1.875
H 1.329 -1.335 -1.853
H 1.461 -0.035 -1.075
O -0.177 2.394 -1.733
H 0.058 1.765 -1.037
H -1.144 2.373 -1.785
O 2.504 2.680 0.216
H 3.039 2.771 -0.582
H 1.773 2.107 -0.042
O -0.843 3.077 1.247
H -0.293 3.874 1.251
H -0.301 2.424 0.788
O -1.920 -0.590 -2.111
H -1.275 -1.246 -2.474
H -1.631 -0.434 -1.215
O 2.949 0.009 1.713
H 2.799 0.030 2.664
H 2.126 0.336 1.327
O -2.993 2.253 -0.626
H -2.379 2.192 0.109
H -3.513 3.043 -0.441
*
```

Summary:
electronic energy	-79099.2710	eV
gap between HOMO and LUMO	2.3551	eV


No. 5
C4H6N2 | ωB97M-V with the def2-TZVPD basis set

```
! wB97M-V def2-TZVPD RIJCOSX def2/J DEFGRID3
* xyz 0 1
N -0.180 -1.428 -2.330
C 0.178 -1.250 -1.246
C 0.676 -1.103 0.129
C 0.737 0.326 0.627
C -1.404 0.898 -0.639
N 0.403 0.588 1.826
H 0.050 -1.682 0.814
H 1.688 -1.525 0.164
H 1.194 1.044 -0.062
H -2.404 0.664 -0.221
H -1.529 1.899 -1.100
H 0.591 1.569 2.039
*
```

Summary:
energy above the lowest of the compared OMol25 structures with the same formula, charge and spin	5.864	eV
electronic energy	-7219.7274	eV
gap between HOMO and LUMO (spin up / spin down)	8.4304 / 8.4339	eV


No. 6
C3H4O2 | ωB97M-V with the def2-TZVPD basis set

```
! wB97M-V def2-TZVPD RIJCOSX def2/J DEFGRID3
* xyz 0 1
C -0.468 -0.518 0.058
C -1.177 0.550 -0.223
C 0.755 0.282 0.401
O 0.076 1.437 0.077
O 1.879 -0.056 -0.267
H -0.668 -1.642 0.209
H -2.264 0.910 -0.377
H 0.945 0.090 1.582
H 2.497 0.644 -0.151
*
```

Summary:
energy above the lowest of the compared OMol25 structures with the same formula, charge and spin	3.209	eV
electronic energy	-7267.4768	eV
gap between HOMO and LUMO	10.5967	eV


Values for max |F|, Eh/bohr, ordered as above
0.05196, 0.01102, 0.09116, 0.10251, 0.01687, 0.09249